Here is C32H34Cl2F5N5O4S2Y as an isolated structure from the Open Molecules 2025 dataset. Energies are from wB97M-V/def2-TZVPD.

```
85
Properties=species:S:1:pos:R:3:forces:R:3
Y 0.560 0.118 0.149 -0.37 0.28 -0.21
C -4.625 1.719 -0.943 -0.01 0.03 0.00
N -4.099 0.536 -1.595 0.05 -0.02 -0.02
C -4.606 0.270 -2.923 -0.05 -0.02 -0.04
C -2.987 -0.051 -1.075 0.08 0.01 0.05
O -2.549 0.220 0.026 -0.12 0.02 -0.02
C -2.280 -1.102 -1.931 0.01 0.03 -0.07
O -1.182 -1.642 -1.233 0.03 -0.05 0.06
C -1.421 -2.838 -0.540 -0.07 -0.01 0.00
C -1.099 -2.674 0.941 0.00 0.01 -0.01
O -0.834 -1.574 1.407 0.19 0.05 0.00
N -1.147 -3.794 1.691 0.01 -0.04 -0.02
C -1.298 -5.114 1.105 -0.01 -0.01 0.00
C -0.701 -3.764 3.076 -0.01 0.01 0.02
H -5.707 1.632 -0.814 0.01 -0.02 -0.01
H -4.148 1.823 0.027 0.00 0.00 0.00
H -4.413 2.610 -1.543 0.01 -0.02 0.00
H -5.699 0.276 -2.898 0.00 0.00 0.02
H -4.271 1.020 -3.644 -0.01 -0.01 0.03
H -4.293 -0.707 -3.279 0.01 0.01 0.00
H -2.963 -1.900 -2.232 -0.03 -0.03 0.02
H -1.897 -0.623 -2.832 0.00 0.01 0.03
H -2.468 -3.149 -0.633 -0.03 0.02 0.01
H -0.799 -3.628 -0.967 0.03 0.01 0.02
H -2.054 -5.122 0.321 0.02 0.01 -0.01
H -0.352 -5.485 0.697 0.00 0.01 0.00
H -1.629 -5.800 1.883 0.00 0.01 0.01
H -0.500 -2.737 3.360 0.00 0.00 0.00
H -1.477 -4.186 3.719 0.01 0.01 0.00
H 0.219 -4.341 3.190 -0.01 0.00 -0.01
Cl -2.041 2.466 -3.853 0.01 0.02 0.03
C -0.386 1.918 -3.921 0.03 0.02 -0.04
C 0.351 2.184 -5.087 -0.01 0.00 0.00
C 1.660 1.823 -5.180 0.05 -0.03 0.06
Cl 2.550 2.175 -6.642 0.00 0.01 -0.02
C 2.313 1.178 -4.097 -0.06 0.04 -0.07
C 3.674 0.807 -4.071 0.03 0.01 -0.01
C 4.190 0.222 -2.950 -0.02 -0.03 0.07
C 3.348 -0.022 -1.849 0.00 0.03 -0.09
N 2.078 0.295 -1.861 0.14 -0.04 0.07
C 1.552 0.903 -2.947 -0.03 0.01 0.02
C 0.159 1.282 -2.813 0.13 -0.05 0.08
O -0.460 1.020 -1.720 -0.12 -0.03 -0.11
H -0.134 2.691 -5.910 0.00 0.00 -0.01
H 4.295 1.004 -4.934 0.00 0.00 0.00
H 5.234 -0.057 -2.893 0.00 0.01 -0.01
H 3.718 -0.470 -0.934 0.03 0.00 -0.01
C 2.473 4.573 1.757 0.01 0.09 0.05
C 2.309 3.114 1.381 0.02 -0.08 0.04
S 1.421 2.814 -0.115 -0.08 0.00 -0.02
C 2.828 2.132 2.138 -0.13 -0.07 -0.11
C 3.590 2.409 3.406 0.09 0.11 0.11
S 2.685 0.399 1.778 0.04 0.00 0.11
H 1.981 5.204 1.018 0.00 0.00 -0.01
H 3.525 4.875 1.802 -0.01 -0.02 -0.01
H 2.031 4.796 2.735 0.00 -0.01 -0.01
H 3.887 3.456 3.499 -0.02 -0.04 -0.01
H 4.489 1.791 3.449 -0.01 0.00 -0.02
H 2.993 2.151 4.288 -0.02 -0.02 -0.04
F 1.870 -2.539 2.171 -0.03 -0.02 0.02
C 1.968 -3.030 0.910 0.03 0.03 0.04
C 1.593 -2.251 -0.169 0.20 -0.36 -0.08
C 1.732 -2.921 -1.371 -0.06 0.00 0.01
F 1.354 -2.337 -2.539 -0.01 0.04 -0.05
C 2.193 -4.222 -1.520 -0.01 0.05 0.07
F 2.286 -4.806 -2.728 0.01 -0.04 -0.08
C 2.544 -4.942 -0.394 -0.04 0.12 0.01
F 2.981 -6.205 -0.498 0.04 -0.14 -0.01
C 2.423 -4.339 0.843 -0.03 0.07 -0.06
F 2.736 -5.037 1.951 0.03 -0.05 0.06
C -2.061 4.693 2.536 -0.02 0.05 0.02
C -1.609 3.278 2.655 -0.02 -0.02 -0.02
C -1.566 2.416 3.730 -0.04 0.01 0.05
C -0.960 1.241 3.243 -0.03 0.03 -0.08
N -0.674 1.379 1.957 0.06 0.05 0.20
N -1.100 2.608 1.610 0.08 0.03 0.06
C -0.624 0.005 4.004 0.03 -0.04 0.03
H -2.322 5.085 3.517 0.01 -0.01 0.00
H -2.937 4.784 1.890 0.01 -0.02 -0.01
H -1.270 5.319 2.117 0.00 -0.02 -0.01
H -1.899 2.613 4.736 0.01 -0.01 -0.02
H -0.643 3.000 0.774 0.02 0.01 -0.05
H -0.577 0.225 5.071 0.00 0.01 -0.01
H 0.346 -0.381 3.681 -0.02 0.00 -0.02
H -1.379 -0.765 3.841 -0.01 -0.01 0.01
```
Forces are in eV/Å.

Results
**LUMO level**: 2.2 eV
**Highest occupied orbital energy**: -3.18 eV
**Kohn-Sham gap**: 5.35 eV
**Energy above the lowest of the compared OMol25 structures with the same formula, charge and spin**: 10.7 kcal per mole
**Charge**: -1

***

Here is C32H34ClN6O6PRhS as an isolated structure in a non-equilibrium geometry from the Open Molecules 2025 dataset. Energies are from wB97M-V/def2-TZVPD.

```
82
Properties=species:S:1:pos:R:3:forces:R:3
Rh -0.214 -1.287 -1.128 -0.57 1.98 2.55
Cl -6.813 1.805 -0.603 -0.52 0.11 0.03
C -5.162 1.385 -0.751 0.33 -1.02 -0.08
C -4.196 2.401 -0.772 0.56 -0.62 -0.02
C -2.870 2.060 -0.863 -0.07 0.27 0.17
C -2.435 0.722 -0.950 -0.80 -1.39 -0.22
O -1.175 0.458 -1.050 -0.67 -0.10 -0.58
C -3.440 -0.322 -0.969 0.92 0.52 -0.15
C -3.134 -1.690 -1.092 0.69 0.16 0.00
N -1.933 -2.241 -1.269 -1.32 1.87 0.20
C -1.772 -3.601 -1.293 -0.32 -2.51 -0.06
C -2.792 -4.571 -1.267 0.97 1.53 -0.01
C -2.476 -5.916 -1.284 0.83 -0.99 -0.04
C -1.166 -6.358 -1.322 -0.62 0.13 0.01
C -0.111 -5.433 -1.374 -0.04 0.36 -0.03
C 1.249 -5.802 -1.448 0.03 0.64 -0.07
C 2.203 -4.816 -1.555 -0.14 -0.72 0.01
C 1.826 -3.480 -1.526 -0.97 0.56 0.04
N 0.547 -3.094 -1.411 1.59 -0.90 0.17
C -0.418 -4.048 -1.367 -0.80 -0.55 0.13
C -4.788 0.060 -0.846 -0.61 0.72 0.14
H -4.489 3.436 -0.706 -0.07 0.12 0.01
H -2.116 2.823 -0.857 0.10 0.15 -0.03
H -3.984 -2.357 -1.012 0.01 -0.05 -0.10
H -3.831 -4.287 -1.229 -0.08 0.04 -0.02
H -3.277 -6.638 -1.272 -0.07 -0.09 0.04
H -0.936 -7.411 -1.325 -0.03 -0.13 -0.02
H 1.518 -6.846 -1.430 0.07 -0.16 -0.03
H 3.246 -5.067 -1.647 0.12 0.02 0.01
H 2.572 -2.702 -1.596 -0.07 0.09 0.10
H -5.548 -0.706 -0.823 -0.15 -0.07 -0.01
N 1.350 -1.934 6.967 0.14 -0.14 0.32
C 0.748 -1.408 5.874 -0.07 0.13 -0.43
C -0.117 -2.194 5.092 -0.03 0.13 0.00
C -0.678 -1.674 3.949 0.04 -0.02 0.15
C -0.395 -0.369 3.575 -0.29 0.19 -0.86
C 0.455 0.424 4.325 -0.04 0.04 0.08
C 1.015 -0.087 5.475 -0.17 -0.06 0.00
S -0.955 0.115 1.963 -0.53 1.32 0.88
O -2.287 -0.355 1.725 0.10 -0.55 0.03
O -0.686 1.505 1.674 -0.05 -0.76 0.91
N 0.061 -0.825 1.061 -1.44 -2.04 -2.73
C 1.266 -0.330 0.794 2.84 0.87 -0.57
N 1.622 -0.461 -0.522 -0.11 -0.51 1.02
C 2.876 -0.162 -0.844 0.36 -0.07 -0.01
C 3.774 0.299 0.105 -0.23 -0.21 0.12
C 3.278 0.504 1.388 0.37 -0.09 -0.49
N 2.046 0.195 1.732 -0.79 -0.34 -0.08
H 1.121 -2.862 7.273 0.04 0.10 0.06
H 1.930 -1.365 7.558 -0.08 -0.09 -0.02
H -0.332 -3.207 5.395 -0.04 -0.14 0.03
H -1.332 -2.257 3.321 -0.10 -0.22 0.02
H 0.668 1.425 3.988 0.10 0.15 0.01
H 1.669 0.520 6.081 0.11 0.12 0.05
H 3.159 -0.280 -1.883 -0.03 0.04 -0.03
H 4.800 0.511 -0.142 0.05 0.08 -0.11
H 3.889 0.907 2.183 0.19 0.10 -0.01
C 0.926 4.808 0.895 -0.23 -0.13 -0.22
C -0.341 4.256 0.264 -0.09 0.09 0.33
O -0.096 3.587 -0.974 -0.10 0.64 -1.02
P 0.604 2.123 -1.034 0.68 0.31 1.93
O 2.184 2.478 -0.969 0.70 0.66 -0.64
C 2.762 3.294 -2.002 0.37 0.11 0.15
C 4.149 3.735 -1.580 -0.34 -0.01 -0.09
O 0.554 1.853 -2.609 0.08 -0.12 -0.95
C -0.547 1.974 -3.500 0.03 0.31 -0.22
C -0.389 3.221 -4.356 -0.05 -0.30 0.20
H 0.680 5.241 1.861 0.01 0.09 0.09
H 1.364 5.576 0.261 0.13 0.06 -0.02
H 1.645 4.005 1.038 0.09 0.01 0.08
H -1.029 5.066 0.006 0.02 -0.10 0.15
H -0.823 3.564 0.959 -0.04 0.14 -0.09
H 2.119 4.162 -2.173 0.03 -0.05 -0.05
H 2.813 2.709 -2.923 -0.05 0.09 0.01
H 4.108 4.283 -0.643 0.03 0.06 0.09
H 4.550 4.388 -2.352 0.16 0.08 -0.02
H 4.814 2.883 -1.464 0.08 -0.08 0.03
H -1.486 2.022 -2.949 0.01 -0.08 -0.09
H -0.530 1.072 -4.119 -0.15 0.09 0.04
H -0.453 4.112 -3.739 0.02 0.09 0.09
H -1.181 3.253 -5.097 -0.13 0.05 -0.18
H 0.571 3.213 -4.865 0.11 0.00 -0.09
```
Forces are in eV/Å.

Results
**LUMO level (alpha / beta)**: -4.9 / -4.9 eV
**Highest occupied orbital energy (alpha / beta)**: -9.60 / -9.60 eV
**Kohn-Sham gap (alpha / beta)**: 4.69 / 4.70 eV
**Charge**: +1

***

Q: What is the charge in the first record?
A: -1